A molecular structure, C21H30CuN4OS, computed with ωB97M-V/def2-TZVPD.

Geometry as XYZ:
```
58
Properties=species:S:1:pos:R:3:forces:R:3:lowdin_charge:R:1
Cu 0.0075 0.1139 0.1196 -0.705 -0.315 1.026 0.06
C -2.2784 -3.5335 -3.5553 0.156 -0.140 0.186 -0.10
C -1.4306 -4.2571 -2.5071 -0.402 -0.053 -0.068 -0.28
N -0.0773 -3.7673 -2.4468 0.283 0.172 0.089 -0.15
C 0.9731 -4.4843 -3.1276 0.364 -0.239 -0.230 -0.23
C 1.1398 -4.0956 -4.6001 -0.027 -0.107 0.325 -0.09
C 0.2166 -2.5902 -1.8088 -1.446 -0.057 0.350 -0.71
S -1.0526 -1.8159 -0.9831 0.238 0.195 0.114 0.76
N 1.4849 -2.2418 -1.9217 1.263 0.172 -0.086 0.09
C 2.0835 -1.1177 -1.5511 -1.348 0.605 0.185 -0.43
O 1.5930 -0.0688 -1.0346 1.464 -1.055 -0.959 -0.13
C 3.5179 -1.0715 -1.9076 1.057 0.281 -0.226 -0.12
C 4.3230 -0.0727 -1.3523 -0.429 -0.185 0.089 -0.02
C 5.6418 0.0599 -1.7298 0.385 0.018 -0.076 -0.10
C 6.1904 -0.7936 -2.6777 -0.053 0.056 -0.015 -0.11
C 5.4007 -1.7897 -3.2345 0.334 0.000 -0.106 -0.10
C 4.0825 -1.9345 -2.8529 -0.341 0.146 0.318 -0.02
H -3.2776 -3.9633 -3.5723 -0.159 -0.012 -0.105 0.07
H -1.8289 -3.6044 -4.5435 -0.036 -0.084 -0.120 0.05
H -2.3471 -2.4851 -3.2804 -0.067 0.086 -0.017 0.03
H -1.4002 -5.3309 -2.7195 0.082 0.061 0.020 0.11
H -1.8910 -4.0997 -1.5251 0.071 -0.167 -0.163 0.07
H 0.7737 -5.5603 -3.0561 -0.046 0.096 0.062 0.11
H 1.9026 -4.2589 -2.5957 -0.199 -0.236 -0.150 0.10
H 0.2608 -4.3641 -5.1845 -0.023 0.004 -0.067 0.05
H 2.0059 -4.6122 -5.0117 0.067 -0.043 -0.139 0.06
H 1.3027 -3.0234 -4.6759 0.006 0.119 -0.035 0.07
H 3.8852 0.5877 -0.6154 -0.046 0.009 -0.034 0.12
H 6.2533 0.8357 -1.2880 0.020 0.036 0.030 0.10
H 7.2201 -0.6733 -2.9921 0.009 -0.023 0.030 0.09
H 5.8242 -2.4519 -3.9794 -0.016 -0.040 -0.018 0.09
H 3.4647 -2.7057 -3.2856 -0.080 -0.033 -0.023 0.09
C 0.6557 -1.3838 4.2269 -0.031 -0.251 -0.295 -0.13
C 0.6902 -1.3325 2.6929 -0.007 0.408 0.020 -0.55
C 2.1258 -1.4877 2.2005 -0.235 -0.231 -0.005 -0.11
C 0.0801 -0.0392 2.1390 -0.158 -0.009 -0.031 -0.26
H 1.0852 -2.3174 4.5977 0.075 -0.121 0.183 0.05
H -0.3719 -1.3145 4.5837 -0.066 0.049 0.064 0.06
H 1.2211 -0.5502 4.6438 0.064 0.109 0.055 0.06
H 0.1059 -2.1825 2.3159 0.035 -0.011 -0.022 0.11
H 2.7263 -0.6374 2.5219 0.117 0.135 0.074 0.07
H 2.1357 -1.5093 1.1142 0.048 0.004 -0.119 0.04
H 2.5868 -2.4062 2.5691 0.136 -0.083 0.084 0.06
H 0.6193 0.8055 2.5998 0.036 0.036 0.066 0.01
H -0.9477 0.0249 2.5352 -0.054 0.083 0.074 0.00
N 0.1880 1.6659 -2.6795 0.239 -0.248 -0.027 0.15
C -0.7470 2.2721 -1.9088 -0.390 0.073 0.179 -0.37
C -1.3950 3.4429 -2.3300 -0.172 0.228 -0.002 -0.04
C -2.3627 4.0082 -1.5268 0.306 -0.261 -0.010 -0.10
C -2.6666 3.3943 -0.3145 -0.221 0.163 -0.016 -0.10
C -1.9989 2.2335 0.0197 0.000 0.188 -0.096 -0.12
N -1.0610 1.6784 -0.7444 0.086 0.331 -0.355 0.06
H 0.6275 2.1949 -3.4128 -0.067 0.014 0.106 0.09
H 0.7537 0.9669 -2.1916 -0.036 0.118 -0.198 0.06
H -1.1224 3.8780 -3.2813 -0.012 0.074 -0.069 0.10
H -2.8656 4.9156 -1.8331 -0.026 0.041 -0.014 0.09
H -3.4049 3.8148 0.3510 -0.063 -0.030 0.067 0.09
H -2.1959 1.7186 0.9491 0.022 -0.076 0.100 0.10
```
Positions in Å, forces in eV/Å.

Values from the calculation:
LUMO level in eV: 2.93
Charge: -1
Gap between HOMO and LUMO in eV: 5.4
E_HOMO in eV: -2.51
Relative energy (zero: lowest compared OMol25 entry of this formula, charge and spin) in kJ/mol: 72.3